{
  "formula": "C28H30BN11ORe",
  "method": "ωB97M-V/def2-TZVPD",
  "e_tot_ev": -50745.4649,
  "e_lumo_ev": [-12.0591, -11.9294],
  "homo_lumo_gap_ev": [3.88, 4.00],
  "total_charge": 3,
  "s_squared": 2.081,
  "spin_multiplicity": 3,
  "symbols": ["Re", "O", "C", "N", "C", "C", "C", "C", "C", "C", "N", "C", "C", "C", "C", "C", "N", "H", "H", "H", "H", "H", "H", "H", "H", "H", "H", "C", "C", "C", "C", "N", "N", "B", "N", "C", "C", "C", "C", "N", "N", "C", "C", "C", "C", "N", "N", "C", "C", "C", "C", "N", "H", "H", "H", "H", "H", "H", "H", "H", "H", "H", "H", "H", "H", "H", "H", "H", "H", "H", "H", "H"],
  "xyz": [[-0.5273, 0.6734, 0.6370], [-2.1899, 4.2342, 1.6672], [-2.0621, 3.1396, 1.2029], [-1.1274, 2.1962, 1.6794], [-0.8999, 2.3390, 3.1023], [-0.8154, 0.9567, 3.6692], [-0.8850, 0.6864, 5.0279], [-0.8163, -0.6278, 5.4603], [-0.6580, -1.6313, 4.5102], [-0.5916, -1.2848, 3.1731], [-0.6881, -0.0192, 2.7495], [-2.8846, 2.5461, 0.1149], [-4.0339, 3.1528, -0.3676], [-4.7599, 2.4981, -1.3573], [-4.2763, 1.2894, -1.8385], [-3.1127, 0.7535, -1.2966], [-2.4476, 1.3477, -0.3095], [-1.7024, 2.9227, 3.5744], [0.0325, 2.8939, 3.2933], [-1.0111, 1.4921, 5.7333], [-0.8875, -0.8706, 6.5112], [-0.5956, -2.6680, 4.8006], [-0.4542, -2.0465, 2.4189], [-4.3427, 4.1085, 0.0304], [-5.6757, 2.9220, -1.7422], [-4.7969, 0.7505, -2.6160], [-2.7198, -0.1852, -1.6645], [-3.1436, -1.7459, 0.9997], [-1.9929, -2.1186, 0.1395], [-1.8375, -3.3080, -0.5721], [-0.6403, -3.1832, -1.2446], [-0.1010, -1.9911, -0.9598], [-0.9285, -1.3306, -0.1058], [1.1945, -1.2802, -1.3859], [0.7711, 0.0462, -2.0559], [0.9835, 0.4537, -3.3174], [0.5528, 1.7565, -3.4410], [0.0680, 2.1122, -2.1803], [-0.4693, 3.4391, -1.8041], [0.1880, 1.0540, -1.3595], [1.9507, -0.9642, -0.0711], [3.1475, -1.4225, 0.3278], [3.4843, -0.8041, 1.5126], [2.4213, 0.0494, 1.8071], [2.3380, 0.9845, 2.9528], [1.4887, -0.0768, 0.8449], [2.1827, -1.9662, -2.3138], [2.3194, -3.1943, -2.9101], [3.5027, -3.2041, -3.5888], [4.0723, -1.9087, -3.3648], [5.3376, -1.3699, -3.8428], [3.2324, -1.2078, -2.5917], [-3.8105, -2.6013, 1.0800], [-2.8337, -1.4474, 1.9995], [-3.7024, -0.9166, 0.5682], [-2.4972, -4.1494, -0.5990], [-0.1720, -3.8787, -1.9053], [1.4021, -0.1829, -4.0680], [0.5864, 2.3764, -4.3137], [0.1972, 4.2159, -2.1799], [-1.4423, 3.6011, -2.2711], [-0.5653, 3.5690, -0.7295], [3.7026, -2.1612, -0.2141], [4.3829, -0.9296, 2.0809], [3.3443, 1.2551, 3.2652], [1.8101, 1.8934, 2.6777], [1.8472, 0.5179, 3.8081], [1.5906, -3.9701, -2.8169], [3.9319, -3.9929, -4.1712], [5.8606, -2.0690, -4.4889], [5.1854, -0.4168, -4.3612], [5.9860, -1.1000, -3.0001]],
  "forces_ev_per_a": [[0.54, -0.90, -0.71], [0.26, -0.74, -0.12], [-1.42, 1.05, -0.83], [1.42, -1.01, -0.63], [0.22, -0.09, 1.17], [-0.16, 0.25, 0.40], [0.01, 0.01, -0.28], [0.02, -0.01, -0.21], [0.01, 0.22, -0.26], [0.22, -0.83, 0.23], [0.06, 0.55, -0.87], [-0.55, 0.43, 0.06], [0.46, -0.15, 0.13], [0.18, -0.19, 0.00], [0.13, 0.10, 0.21], [-0.17, -0.44, -0.53], [0.78, 0.09, 0.53], [0.16, -0.17, -0.21], [-0.20, -0.09, -0.12], [0.01, 0.15, 0.05], [0.00, 0.02, 0.05], [0.03, -0.10, -0.04], [0.01, 0.01, -0.08], [0.03, 0.07, 0.08], [-0.05, 0.05, -0.04], [0.03, -0.05, -0.05], [0.04, 0.00, 0.02], [-0.02, 0.12, 0.04], [-0.43, -0.92, -0.24], [-0.04, 0.54, 0.33], [0.05, 0.52, 0.18], [0.00, -0.62, -0.34], [0.15, 1.47, 0.64], [1.08, -0.32, -0.71], [0.13, -0.21, -0.35], [-0.23, 0.06, 0.43], [-0.30, 0.13, 0.74], [0.14, 0.40, -1.00], [-0.13, 0.13, 0.05], [-0.49, -0.22, 1.68], [0.28, -0.31, -0.16], [-0.43, 0.24, 0.07], [-0.64, 0.48, 0.18], [1.00, -0.28, 0.39], [-0.10, -0.05, 0.10], [-1.67, 0.75, -0.18], [-1.63, -1.03, 0.43], [-0.01, -0.05, 0.04], [0.21, 0.83, 0.23], [-2.02, -0.80, 0.80], [0.93, 0.98, 0.00], [2.01, 1.05, -0.66], [-0.04, 0.07, 0.07], [-0.06, -0.05, 0.06], [-0.13, -0.02, 0.02], [-0.23, -0.17, 0.05], [0.23, -0.12, -0.19], [0.26, -0.30, 0.00], [0.04, 0.13, -0.16], [-0.03, 0.00, 0.07], [-0.03, 0.04, 0.03], [0.12, 0.09, 0.04], [-0.02, -0.08, -0.38], [0.19, -0.01, 0.12], [-0.03, 0.06, 0.00], [0.00, 0.17, 0.01], [0.00, 0.02, 0.05], [-0.16, -0.21, 0.00], [0.00, -0.24, -0.10], [0.00, 0.05, -0.02], [-0.01, -0.26, -0.17], [-0.01, -0.28, -0.12]]
}

***

{
  "formula": "C28H30BNO4",
  "method": "ωB97M-V/def2-TZVPD",
  "e_tot_ev": -39874.9867,
  "e_lumo_ev": 0.6172,
  "homo_lumo_gap_ev": 7.70,
  "relative_energy_kcal_mol": 0.0,
  "symbols": ["C", "C", "C", "C", "C", "B", "C", "C", "C", "C", "C", "O", "C", "C", "C", "C", "C", "O", "C", "C", "C", "C", "C", "O", "O", "H", "H", "H", "H", "H", "H", "H", "H", "H", "H", "H", "H", "H", "H", "H", "H", "H", "H", "H", "H", "C", "N", "C", "C", "C", "C", "C", "C", "C", "H", "H", "H", "H", "H", "H", "H", "H", "H", "H"],
  "xyz": [[-4.6041, -4.5344, 4.6609], [-3.9866, -3.2846, 4.2314], [-3.3391, -2.3466, 4.9995], [-3.0266, -1.2600, 4.1514], [-3.5065, -1.5733, 2.8666], [0.9160, 0.2268, 1.3615], [1.0165, 0.6946, 2.8461], [0.2341, 1.5024, 3.6586], [0.7206, 1.3694, 5.0053], [1.7920, 0.5024, 4.9387], [2.6896, 0.0222, 5.9635], [1.9915, 0.0926, 3.6423], [1.3887, -1.2211, 1.0778], [0.6795, -2.4001, 1.2187], [1.6147, -3.4809, 1.1497], [2.8456, -2.9036, 0.9210], [4.1579, -3.5197, 0.7588], [2.7318, -1.5310, 0.8728], [-3.8445, -0.7459, 1.7963], [-4.3605, -1.0337, 0.5354], [-4.8520, 0.1835, 0.0033], [-4.5931, 1.1555, 0.9513], [-4.8942, 2.5684, 0.9709], [-3.9486, 0.6207, 2.0366], [-4.0461, -2.8681, 2.9249], [-4.5851, -4.5458, 5.7566], [-5.6505, -4.6349, 4.3500], [-4.0277, -5.3994, 4.3056], [-3.1172, -2.4629, 6.0526], [-2.5085, -0.3509, 4.4295], [-0.6227, 2.1010, 3.3520], [0.3046, 1.8067, 5.9134], [3.2629, 0.8684, 6.3663], [2.1236, -0.3974, 6.8063], [3.3653, -0.7472, 5.5761], [-0.3947, -2.4786, 1.3845], [1.4453, -4.5411, 1.2798], [4.0443, -4.5924, 0.9579], [4.5419, -3.4269, -0.2659], [4.8981, -3.1161, 1.4644], [-4.3552, -2.0133, 0.0719], [-5.3007, 0.3295, -0.9816], [-5.1882, 2.8727, -0.0415], [-5.7415, 2.7613, 1.6567], [-4.0368, 3.1705, 1.2984], [1.0235, 1.8291, 0.1485], [-0.4008, 1.5234, 0.0784], [-1.1134, 2.2014, -0.8886], [-2.3081, 1.7282, -1.4679], [-2.8703, 2.3792, -2.5701], [-2.2194, 3.4636, -3.1661], [-1.0387, 3.9568, -2.5929], [-0.5375, 3.3817, -1.4338], [-0.8058, 0.3820, 0.9521], [1.2511, 2.7150, 0.7561], [1.6782, 0.9446, 0.4948], [1.4353, 2.0151, -0.8555], [-2.7489, 0.8160, -1.0825], [-3.8116, 2.0147, -2.9763], [-2.6283, 3.9284, -4.0615], [-0.5053, 4.7943, -3.0484], [0.3663, 3.8158, -0.9929], [-1.4502, 0.6887, 1.7791], [-1.2476, -0.4274, 0.3657]],
  "forces_ev_per_a": [[-0.09, -0.95, 0.11], [0.90, 1.67, 0.03], [-0.36, -0.76, -0.55], [-0.22, 0.00, -1.83], [0.81, -1.37, 4.05], [-4.54, -2.04, 2.33], [0.49, 0.85, 1.06], [0.54, -0.63, -0.16], [0.56, -0.62, -0.49], [-1.68, 0.93, -1.61], [0.81, -0.43, 1.16], [-0.60, 0.78, 0.75], [0.62, -1.25, -0.63], [0.20, 0.76, -0.08], [1.04, 0.93, -0.18], [-1.71, 0.40, 0.36], [0.82, -0.51, -0.12], [-0.54, -0.97, 0.29], [-1.09, 0.93, -2.84], [0.73, -0.07, 1.34], [0.16, 0.85, 0.64], [0.27, -1.87, -0.81], [-0.49, 1.24, 0.14], [-0.65, -0.96, -0.64], [-0.19, 0.85, 0.43], [0.01, -0.08, -0.24], [0.24, 0.03, -0.10], [-0.29, 0.03, 0.03], [-0.09, 0.12, -0.17], [-0.17, -0.06, -0.14], [0.31, -0.25, -0.01], [0.24, -0.10, -0.39], [0.13, -0.33, -0.07], [0.17, 0.00, -0.19], [-0.08, 0.22, 0.11], [0.40, 0.10, -0.04], [-0.07, 0.17, -0.10], [0.12, 0.23, -0.01], [0.01, 0.12, 0.22], [-0.15, -0.05, -0.25], [-0.11, 0.18, 0.17], [0.13, 0.06, 0.53], [0.09, 0.08, 0.31], [0.36, 0.10, -0.26], [-0.18, -0.10, -0.11], [-1.11, 0.61, -0.48], [0.06, 0.10, -0.01], [0.07, 0.59, -0.88], [0.32, 0.09, 0.10], [0.48, 0.13, 0.31], [0.09, 0.10, 0.15], [-0.53, -0.18, -0.05], [0.16, -0.23, -0.08], [3.03, 1.05, -0.89], [0.25, -0.49, 0.27], [0.42, 0.72, -0.74], [0.07, -0.42, 0.17], [0.02, 0.19, -0.03], [0.21, 0.00, -0.01], [0.07, -0.11, 0.20], [-0.26, -0.20, 0.17], [-0.45, -0.16, -0.16], [0.13, -0.05, -0.23], [0.13, 0.02, 0.12]]
}

***

> Number 1 is which compound?

C28H30BN11ORe